*1*
# C3H6N2OS

An isolated molecule of C3H6N2OS (ωB97M-V/def2-TZVPD, the Open Molecules 2025 dataset).

```
13
Properties=species:S:1:pos:R:3
C -2.00 0.79 0.20
N -1.50 -0.51 0.46
N -0.36 -0.99 0.47
C 0.63 -0.19 0.14
C 1.91 -0.79 -0.23
O 2.09 -2.03 -0.10
S 2.96 0.45 -1.04
H -1.61 1.47 1.08
H -3.16 0.90 0.29
H -1.66 1.20 -0.80
H -2.03 -1.09 0.95
H 0.51 0.91 -0.19
H 4.21 -0.09 -1.22
```

Output
SMILES: CN/N=C/C(=O)S
Highest occupied orbital energy: -8.838 eV



*2*
# C3H6N2OS

A structure of composition C3H6N2OS (ωB97M-V/def2-TZVPD, the Open Molecules 2025 dataset).

```
13
Properties=species:S:1:pos:R:3
C 0.23 0.61 0.14
C -1.24 0.02 -0.31
C -0.04 -1.89 -0.46
H -0.78 2.60 -0.42
H -0.60 3.22 1.02
H -1.75 -0.12 0.62
H -1.87 0.81 -0.70
H 0.37 -2.59 -1.24
H -0.28 -2.53 0.37
N -0.79 2.29 0.82
N 0.42 1.61 0.90
O -0.94 -1.16 -1.16
S 1.33 -0.74 0.08
```

Output
Highest occupied orbital energy: -8.536 eV



Most stable: *1* (next structure +122.3 kJ/mol)



*1*
# CH11O4S

A cluster of 5 separate species, CH11O4S in total (ωB97M-V/def2-TZVPD, the Open Molecules 2025 dataset).

```
17
Properties=species:S:1:pos:R:3
C 1.46 0.17 1.18
S 0.28 -1.11 0.71
H 2.47 -0.16 1.41
H 1.53 1.11 0.51
H 0.97 0.55 2.07
H -2.24 0.41 2.41
H -0.94 1.00 2.19
O -1.86 1.25 2.32
H -0.83 -2.12 -1.68
H -0.34 -0.68 -1.45
O -0.92 -1.14 -2.03
H 1.64 -0.88 -2.42
H 1.82 -1.23 -0.87
O 2.22 -1.42 -1.81
H -1.71 1.55 -0.06
H -1.81 0.94 -1.46
O -1.73 1.77 -1.01
```

Output
Highest occupied orbital energy: -3.607 eV
Charge: -1



*2*
# CH11O4S

A cluster of 5 separate species, CH11O4S in total (ωB97M-V/def2-TZVPD, the Open Molecules 2025 dataset).

```
17
Properties=species:S:1:pos:R:3
C 0.80 -1.17 -1.33
S 0.63 0.37 -2.62
H 0.03 -1.84 -1.63
H 0.59 -0.88 -0.33
H 1.86 -1.44 -1.27
H 1.92 0.91 0.39
H 0.77 1.64 -0.36
O 1.26 1.68 0.53
H -1.05 0.52 -1.02
H -2.50 0.72 -1.18
O -1.97 0.21 -0.66
H -0.56 -0.95 1.61
H 1.09 -1.49 1.56
O 0.17 -1.63 1.68
H -0.35 1.47 1.69
H -1.53 0.84 1.04
O -1.16 1.04 1.91
```

Output
Highest occupied orbital energy: -3.446 eV
Charge: -1



Most stable: *1* (next structure +44.5 kJ/mol)



*1*
# CH11O4S

A cluster of 5 separate species, CH11O4S in total (ωB97M-V/def2-TZVPD, the Open Molecules 2025 dataset).

```
17
Properties=species:S:1:pos:R:3
C 2.78 -0.40 -3.18
S 1.14 -0.69 -2.44
H 3.13 0.61 -3.43
H 3.60 -0.85 -2.60
H 2.85 -0.98 -4.11
H 1.15 0.96 -1.33
H 1.54 2.40 -1.30
O 1.05 1.81 -0.76
H -0.18 -1.46 0.40
H 0.02 -0.09 0.29
O 0.15 -0.77 0.99
H -5.11 -0.94 3.88
H -4.92 -0.99 2.42
O -5.47 -1.37 3.12
H -1.24 0.78 2.34
H 0.15 0.72 2.79
O -0.64 1.27 2.92
```

Output
Highest occupied orbital energy: -3.122 eV
Charge: -1



*2*
# CH11O4S

A cluster of 5 separate species, CH11O4S in total (ωB97M-V/def2-TZVPD, the Open Molecules 2025 dataset).

```
17
Properties=species:S:1:pos:R:3
C 0.15 -1.15 -2.88
S 0.39 -1.92 -1.25
H -0.86 -1.19 -3.27
H 0.77 -1.75 -3.56
H 0.51 -0.12 -3.03
H -2.90 -1.10 -0.27
H -1.35 -1.10 -0.21
O -2.16 -0.73 0.20
H 2.17 0.52 -0.01
H 1.59 -0.85 -0.15
O 2.11 -0.27 0.54
H -0.08 2.08 2.86
H -0.62 3.42 2.63
O -0.28 2.93 3.37
H -0.61 0.30 1.57
H 0.97 0.25 1.48
O 0.18 0.67 1.98
```

Output
Highest occupied orbital energy: -3.922 eV
Charge: -1



Most stable: *2* (next structure +95.8 kJ/mol)



*1*
# C3H7N

An isolated molecule of C3H7N (ωB97M-V/def2-TZVPD, the Open Molecules 2025 dataset).

```
11
Properties=species:S:1:pos:R:3
C -0.08 -0.42 1.32
C 0.11 0.37 0.04
C 0.18 -0.26 -1.32
N 0.37 1.67 0.14
H 0.22 -1.47 1.22
H 0.42 0.13 2.11
H -1.15 -0.48 1.52
H 1.18 -0.55 -1.61
H -0.12 0.50 -2.04
H -0.40 -1.17 -1.46
H -0.72 1.68 0.07
```

Output
SMILES: CC(C)=N
Highest occupied orbital energy: -7.669 eV



*2*
# C3H7N

A structure of composition C3H7N (ωB97M-V/def2-TZVPD, the Open Molecules 2025 dataset).

```
11
Properties=species:S:1:pos:R:3
C -0.02 0.22 1.37
C 0.22 -0.36 0.00
C 0.07 0.43 -1.29
N 0.44 -1.65 -0.10
H -1.04 -0.05 1.62
H 0.11 1.29 1.43
H 0.59 -0.32 2.10
H 1.03 0.32 -1.81
H -0.63 -1.44 -0.32
H -0.73 0.05 -1.89
H -0.03 1.51 -1.13
```

Output
Highest occupied orbital energy: -7.880 eV



Most stable: *1* (next structure +17.1 kJ/mol)



*1*
# C6H14NO

The ion C6H14NO with charge -1 (ωB97M-V/def2-TZVPD, the Open Molecules 2025 dataset).

```
22
Properties=species:S:1:pos:R:3
C -0.44 0.35 3.00
C -0.73 -0.19 1.54
C 0.56 0.34 0.74
C 0.48 -0.21 -0.80
C 1.94 -0.35 -1.42
O 2.76 -1.16 -0.85
N -0.38 0.54 -1.74
C -1.71 -0.18 -2.02
H -1.07 -0.03 3.76
H -0.52 1.43 2.87
H 0.73 0.14 3.14
H -1.57 0.24 1.22
H -0.75 -1.31 1.46
H 0.64 1.40 0.80
H 1.55 -0.08 1.18
H 0.33 -1.29 -0.71
H 2.35 0.69 -1.24
H 1.93 -0.65 -2.49
H -0.08 0.98 -2.63
H -1.59 -1.25 -2.20
H -2.21 0.02 -1.01
H -2.21 0.57 -2.62
```

Output
SMILES: CCC[C@H](C[O-])NC
Highest occupied orbital energy: -1.997 eV
Charge: -1



*2*
# C6H14NO

A structure of composition C6H14NO (ωB97M-V/def2-TZVPD, the Open Molecules 2025 dataset).

```
22
Properties=species:S:1:pos:R:3
C -1.36 -0.18 -0.66
C -1.31 0.85 0.42
C -1.44 2.30 0.02
O -2.65 2.65 -0.45
C 0.05 -0.44 -1.25
N 0.71 -1.41 -0.43
C 2.05 -1.00 -0.09
C 2.57 -1.81 1.10
H -2.02 0.20 -1.45
H -1.78 -1.10 -0.27
H -2.51 0.75 1.02
H -0.59 0.61 1.21
H -1.10 3.01 0.81
H -0.67 2.32 -0.79
H 0.51 0.54 -1.46
H -0.14 -0.85 -2.26
H -3.20 0.41 1.28
H 2.18 0.10 0.13
H 2.67 -1.04 -1.00
H 1.81 -1.80 1.87
H 2.78 -2.83 0.78
H 3.45 -1.27 1.47
```

Output
Highest occupied orbital energy: -2.189 eV
Charge: -1



*3*
# C6H14NO

The ion C6H14NO with charge -1 (ωB97M-V/def2-TZVPD, the Open Molecules 2025 dataset).

```
22
Properties=species:S:1:pos:R:3
C 0.85 2.21 -1.05
C 0.78 0.77 -0.57
C 1.95 -0.06 -1.09
C -0.59 0.24 -0.81
C -0.97 -1.15 -0.01
N -1.88 -0.94 1.11
C -1.44 -1.41 2.48
O -0.36 -0.74 2.95
H 1.96 2.40 -1.35
H 0.24 2.35 -1.91
H 0.46 2.95 -0.41
H 0.94 0.68 0.58
H 3.02 0.09 -0.86
H 2.15 -0.13 -2.18
H 1.69 -1.01 -0.78
H -0.66 -0.15 -1.82
H -1.40 0.89 -0.66
H -1.41 -1.86 -0.73
H -0.01 -1.56 0.35
H -1.75 0.24 1.32
H -2.35 -1.35 3.06
H -1.22 -2.47 2.40
```

Output
SMILES: CC(C)CCNC[O-]
Highest occupied orbital energy: -2.415 eV
Charge: -1



Most stable: *3* (next structure +82.2 kJ/mol)



*1*
# C4H4N4

An isolated molecule of C4H4N4 (ωB97M-V/def2-TZVPD, the Open Molecules 2025 dataset).

```
12
Properties=species:S:1:pos:R:3
N -3.07 -0.28 0.92
C -1.97 -0.15 0.63
C -0.59 -0.02 0.21
C 0.08 1.12 0.25
N 1.39 1.22 -0.18
N 2.10 0.16 -0.61
C 1.41 -0.95 -0.68
N 0.07 -1.10 -0.34
H -0.50 1.92 0.66
H 2.08 1.94 0.03
H 1.77 -1.92 -1.09
H -0.32 -1.99 -0.60
```

Output
SMILES: N#CC1=CNN=CN1
Highest occupied orbital energy: -7.143 eV



*2*
# C4H4N4

An isolated molecule of C4H4N4 (ωB97M-V/def2-TZVPD, the Open Molecules 2025 dataset).

```
12
Properties=species:S:1:pos:R:3
H 0.10 -0.53 2.77
N -0.22 0.29 2.14
C 0.29 0.63 0.89
C 1.10 -0.43 0.15
C 0.57 -0.98 -0.93
N -0.87 -1.08 -1.11
N -1.55 0.01 -0.80
C -1.00 1.30 -0.82
N -0.10 1.73 0.12
H 2.03 -0.87 0.52
H 1.15 -1.90 -1.31
H -1.49 1.83 -1.63
```

Output
SMILES: [H]/N=c1\ccnncn1
Highest occupied orbital energy: -9.582 eV



Most stable: *1* (next structure +268.6 kJ/mol)